# C39H52F16N4O11S3

A 9-piece molecular cluster, C39H52F16N4O11S3 overall in a non-equilibrium geometry (the ωB97M-V functional and the def2-TZVPD basis, OMol25).

SMILES: FC(F)C(F)(F)COC(F)(F)C(F)F.FC(F)C(F)(F)COC(F)(F)C(F)F.CCOS(C)(=O)=O.CCOS(C)(=O)=O.CCOS(C)(=O)=O.c1ccncc1.c1ccncc1.c1ccncc1.c1ccncc1
F_max: 0.0847 Eh/bohr
ΔE to the lowest compared entry with this formula, charge and spin: 0.0 kcal/mol
lowest unoccupied orbital energy: 0.184 eV
DFT total energy: -5356.0843 Eh
multiplicity: 1
orbital gap: 9.84 eV

Atoms and positions in Å:
F -0.65206 7.59696 1.11678
C -0.61393 8.27294 2.23566
F -1.79296 8.06957 2.89259
C 0.61473 8.12615 3.09223
F 1.76046 8.32310 2.43933
F 0.69902 6.87531 3.51161
C 0.61484 9.14907 4.26730
O -0.56691 8.89558 5.04915
C -0.76869 9.90540 6.12890
F 0.39116 9.88404 6.90059
F -0.70817 11.16282 5.59268
C -2.04838 9.81392 6.96624
F -2.07273 10.61081 8.09351
F -3.15705 9.92637 6.29750
H -0.56596 9.28477 1.83317
H 0.74059 10.15461 3.86583
H 1.51691 8.85275 4.80261
H -2.28639 8.82205 7.35049
F 4.14842 -8.63114 -11.28451
C 4.43188 -7.94944 -10.16339
F 5.70269 -8.36579 -9.86607
C 4.43011 -6.42915 -10.50788
F 3.23554 -5.83465 -10.79438
F 5.23167 -6.36928 -11.55116
C 4.99486 -5.60683 -9.33346
O 4.12166 -5.84773 -8.18061
C 4.20784 -4.89664 -7.16912
F 4.50558 -3.61437 -7.57004
F 3.03783 -4.84976 -6.64519
C 5.28644 -5.42363 -6.13401
F 6.57453 -5.54936 -6.67335
F 5.39194 -4.61432 -5.08971
H 3.72861 -8.35341 -9.43516
H 4.96276 -4.57438 -9.68146
H 6.04621 -5.85011 -9.17987
H 4.98137 -6.38884 -5.72981
C -1.62584 2.97873 9.05193
C -3.14273 2.77165 8.94822
O -3.69859 2.84355 7.70871
S -3.38872 1.49369 6.86064
C -5.00247 1.56121 5.93714
O -2.31799 1.66973 5.82749
O -3.43680 0.30051 7.72745
H -1.10070 2.28225 8.39830
H -1.43895 2.97909 10.12580
H -1.19907 3.92327 8.71456
H -3.39107 1.85031 9.47507
H -3.61654 3.50299 9.60301
H -5.80946 1.49473 6.66682
H -5.04878 0.82432 5.13530
H -5.02535 2.56985 5.52457
C 7.41930 -2.20364 1.93673
C 6.32298 -2.65518 2.91312
O 6.81636 -2.20753 4.17091
S 5.84042 -1.27762 5.17152
C 5.54642 0.21722 4.17167
O 4.50985 -1.85540 5.32027
O 6.61626 -0.84241 6.29389
H 8.38591 -2.66967 2.12799
H 7.72588 -1.16160 2.02758
H 7.22192 -2.40066 0.88301
H 5.36937 -2.19041 2.66269
H 6.32465 -3.74515 2.90552
H 4.71921 -0.00646 3.49805
H 6.37542 0.18753 3.46460
H 5.50745 1.12921 4.76740
C -5.59395 -8.04999 3.56851
C -4.24736 -7.85816 2.88440
O -3.35959 -7.11738 3.71997
S -2.51263 -5.89015 3.07908
C -0.98944 -5.89538 4.29567
O -2.03116 -6.36446 1.74161
O -3.15430 -4.57154 3.25141
H -6.07723 -8.66586 2.81006
H -6.13577 -7.10495 3.60604
H -5.62305 -8.66208 4.46996
H -3.63294 -8.75645 2.82404
H -4.40752 -7.44716 1.88763
H -0.30504 -5.08688 4.03871
H -0.55956 -6.88167 4.12098
H -1.27795 -5.88531 5.34675
C 0.06683 0.12335 -1.00443
C -0.51649 -0.68373 -1.99001
C -0.16673 -0.53764 -3.31414
N 0.69881 0.40363 -3.74830
C 1.27778 1.23632 -2.78740
C 0.97943 1.12770 -1.39237
H -0.30283 0.04523 0.00732
H -1.12039 -1.50957 -1.64403
H -0.58580 -1.07407 -4.15261
H 1.92599 2.03722 -3.11110
H 1.49829 1.81951 -0.74539
C -6.36460 -3.89705 -1.52268
C -6.59017 -3.12250 -0.40008
C -7.61060 -3.46722 0.46354
N -8.58291 -4.45959 0.22211
C -8.27352 -5.26552 -0.82370
C -7.20297 -5.00394 -1.68145
H -5.59170 -3.71494 -2.25470
H -5.85846 -2.34711 -0.22751
H -7.90412 -2.88847 1.32684
H -8.99996 -6.06267 -0.88067
H -7.06252 -5.78330 -2.41580
C 5.34240 10.14520 -2.25804
C 5.20145 11.50762 -1.96401
C 3.90798 12.02432 -2.01359
N 2.88041 11.32148 -2.54102
C 3.00223 9.99258 -2.80215
C 4.27629 9.37062 -2.77770
H 6.34565 9.74557 -2.24433
H 6.08226 12.03783 -1.63317
H 3.82133 13.09860 -1.94427
H 2.14615 9.47333 -3.20701
H 4.30248 8.31276 -2.99369
C -3.04477 -4.05100 -8.09362
C -2.77111 -2.76549 -8.50947
C -3.78013 -1.85184 -8.49366
N -5.04064 -2.14847 -8.08100
C -5.30502 -3.39771 -7.69898
C -4.35722 -4.38348 -7.65847
H -2.28199 -4.81397 -8.04420
H -1.73949 -2.53270 -8.72843
H -3.50695 -0.86136 -8.82644
H -6.29128 -3.55143 -7.28657
H -4.57868 -5.35217 -7.23541

Atoms 1-2, force components in eV/Å:
F 0.417 -2.395 -1.331
C -0.876 2.881 -0.660



# C39H52F27NO19

A 10-piece molecular cluster, C39H52F27NO19 overall in a non-equilibrium geometry (the ωB97M-V functional and the def2-TZVPD basis, OMol25).

SMILES: CCOC(=O)C(F)(F)F.CCOC(=O)C(F)(F)F.CCOC(=O)C(F)(F)F.CCOC(=O)C(F)(F)F.CCOC(=O)C(F)(F)F.CCOC(=O)C(F)(F)F.CCOC(=O)C(F)(F)F.CCOC(=O)C(F)(F)F.CCOC(=O)C(F)(F)F.CN(C)C=O
F_max: 0.0690 Eh/bohr
lowest unoccupied orbital energy: 0.326 eV
DFT total energy: -5698.0601 Eh
multiplicity: 1
orbital gap: 10.03 eV

Atoms and positions in Å:
C -14.55764 -24.12017 6.11672
C -14.65160 -23.12223 5.01191
O -13.37712 -23.12956 4.36105
C -13.24210 -22.67784 3.11427
O -14.08361 -22.04814 2.56600
C -11.90853 -23.14218 2.50590
F -12.10864 -24.46498 2.24508
F -11.72435 -22.45561 1.40988
F -10.83351 -22.94489 3.30074
H -15.52374 -24.14162 6.67173
H -13.75504 -23.75553 6.76099
H -14.30926 -25.09250 5.72980
H -14.76509 -22.08529 5.39859
H -15.42005 -23.31299 4.28447
C -12.37176 -21.15213 6.26526
C -11.02504 -20.75982 6.74334
O -10.60132 -21.59353 7.87749
C -10.71392 -21.13460 9.07597
O -11.05748 -20.01894 9.44977
C -10.33414 -22.15591 10.14896
F -9.03226 -22.17274 10.32552
F -10.91349 -21.90545 11.25525
F -10.68082 -23.42653 9.84171
H -13.14820 -20.87461 6.96394
H -12.38829 -22.18003 5.96056
H -12.56535 -20.58254 5.33942
H -11.06471 -19.75921 7.12995
H -10.27073 -21.01410 6.04280
C -18.13917 -23.82610 14.23793
C -19.01308 -24.86400 13.42197
O -18.82465 -26.22705 13.80688
C -17.65913 -26.84615 13.50162
O -16.68871 -26.38015 12.99072
C -17.78075 -28.31032 13.96113
F -16.82032 -29.01532 13.38007
F -17.70466 -28.40858 15.30075
F -18.90134 -28.89094 13.52405
H -17.01602 -23.94841 14.02770
H -18.33340 -23.88399 15.30995
H -18.40659 -22.86244 13.85950
H -18.89442 -24.64592 12.33026
H -19.97330 -24.63740 13.81724
C -12.42056 -18.02225 2.40339
C -12.80278 -17.75141 3.82936
O -14.19028 -17.26318 3.85245
C -15.07928 -18.05645 4.47192
O -14.92723 -19.15918 4.91301
C -16.50527 -17.38350 4.60179
F -17.01231 -17.11639 3.36990
F -17.31303 -18.27461 5.13855
F -16.47589 -16.22203 5.19781
H -13.20408 -18.63214 1.91428
H -11.52754 -18.67176 2.40283
H -12.28644 -17.12274 1.81626
H -12.31524 -17.01094 4.45176
H -12.79371 -18.72263 4.35697
C -18.34569 -20.83483 7.01316
C -18.30644 -21.76763 8.20673
O -19.50414 -21.27519 9.01630
C -19.80191 -21.92279 10.14627
O -19.37012 -22.97844 10.51893
C -20.89635 -21.21025 10.93569
F -20.54574 -19.93928 11.28129
F -22.09330 -21.13389 10.33091
F -21.09899 -21.93103 12.08213
H -17.56841 -21.11211 6.27170
H -18.18871 -19.80959 7.39198
H -19.30351 -21.07204 6.54445
H -17.52844 -21.72713 8.94074
H -18.59387 -22.77006 7.91094
C -15.11025 -19.40625 8.18285
C -14.32637 -19.56848 9.48330
O -14.85267 -20.74569 10.13668
C -14.34266 -21.85119 9.64951
O -13.45399 -21.89823 8.87173
C -15.11634 -23.09891 10.19609
F -14.22733 -24.07386 10.31902
F -15.74232 -22.87986 11.35150
F -16.02122 -23.36554 9.29200
H -15.31656 -20.36493 7.71416
H -14.53992 -18.74639 7.58299
H -16.03056 -18.82716 8.40804
H -14.42445 -18.82626 10.22858
H -13.27220 -19.77367 9.35119
C -13.23451 -25.03876 14.91813
C -13.49076 -23.97240 13.89337
O -13.83880 -22.75043 14.65828
C -13.98900 -21.73925 13.76877
O -13.66597 -21.59762 12.64101
C -14.81557 -20.60263 14.41186
F -14.96953 -20.67008 15.77451
F -14.17940 -19.46174 14.13030
F -16.03903 -20.50783 13.85857
H -14.18377 -25.30270 15.36908
H -12.45450 -24.70573 15.62404
H -12.83142 -25.85155 14.28278
H -14.33681 -24.17184 13.17772
H -12.68177 -23.71884 13.18480
C -18.57663 -27.50608 9.49482
C -17.18790 -27.29774 8.92300
O -16.28631 -27.61090 10.02255
C -15.07287 -27.19345 9.73250
O -14.78879 -26.55531 8.79176
C -14.06531 -27.43236 10.99919
F -12.85301 -27.73223 10.49849
F -14.00832 -26.32921 11.71113
F -14.41870 -28.44773 11.83366
H -18.83072 -26.76280 10.24356
H -18.68939 -28.47260 9.88003
H -19.31496 -27.26213 8.68606
H -17.00975 -26.28378 8.68316
H -17.04607 -27.92565 8.02195
C -14.59286 -15.83536 9.33520
C -15.54970 -15.20516 8.34266
O -14.84708 -14.47173 7.23428
C -14.01617 -15.12395 6.48985
O -13.75409 -16.29173 6.59179
C -13.41541 -14.16253 5.45789
F -14.31135 -13.90738 4.44950
F -13.26098 -12.95902 6.02452
F -12.30559 -14.58162 4.97353
H -13.65624 -15.33295 9.59788
H -14.36807 -16.76704 8.87964
H -15.21715 -15.93719 10.26860
H -16.10614 -14.39432 8.74682
H -16.17315 -15.95167 7.84048
C -8.90796 -16.47924 8.67290
N -10.06259 -15.65011 8.98554
C -10.02921 -15.03452 10.28430
C -10.91420 -15.37772 8.04072
O -11.73378 -14.50156 8.11388
H -8.05625 -15.99393 9.06213
H -8.91384 -16.69182 7.65643
H -8.92775 -17.42852 9.14699
H -10.97827 -15.10750 10.83740
H -9.15728 -15.47953 10.82272
H -9.74729 -13.98147 10.32613
H -10.75692 -15.92871 7.12239

Atoms 1-2, force components in eV/Å:
C -0.528 0.637 0.623
C 0.019 1.489 0.081



Q: Which of these has the highest DFT total energy?
A: C39H52F16N4O11S3